{"formula": "C7H5NO4PtS4Sb", "method": "wB97M-V/def2-TZVPD", "symbols": ["Pt", "O", "C", "O", "C", "C", "C", "C", "C", "N", "C", "O", "O", "H", "H", "H", "H", "H", "S", "Sb", "S", "S", "S"], "coordinates": [[-0.0016, -1.6422, -0.5556], [-3.5043, 0.5976, -0.4280], [-2.2520, 0.0964, -0.4910], [-2.1119, -1.1482, -0.6434], [-1.1672, 1.0039, -0.4021], [-1.1889, 2.4214, -0.2917], [-0.0145, 3.1151, -0.2744], [1.2400, 2.4526, -0.3638], [1.2125, 1.0688, -0.4545], [0.0642, 0.3959, -0.4720], [2.4058, 0.1511, -0.5775], [3.6222, 0.7052, -0.4685], [2.2904, -1.0348, -0.7837], [-4.0974, -0.1660, -0.4371], [-2.1366, 2.9360, -0.2274], [-0.0342, 4.1939, -0.1980], [2.1544, 3.0282, -0.3654], [3.5382, 1.6398, -0.2448], [-2.0435, -4.7960, 2.4711], [-0.0165, -4.1933, 1.7335], [0.2039, -1.7375, 1.7468], [-0.0387, -3.9160, -0.6872], [1.8758, -5.1719, 2.4145]], "multiplicity": 3, "charge": -1, "total_energy_ev": -70148.0038, "s2": 2.02}